Record 1
The following is a DFT calculation (ωB97M-V/def2-TZVPD) of a molecular structure, C15H25N3O2PTc in a non-equilibrium geometry.

As for the spin multiplicity: 2. Its net charge is +1. The value obtained for the HOMO energy (spin up / spin down) is -11.6 / -11.3 eV. The electronic energy is -1323.1242 a.u. For the orbital gap (spin up / spin down), the calculation gives 6.288 / 6.487 eV.

Positions of all 47 atoms, in Å:
Tc1 -0.682 0.471 0.042
C1 -1.844 -0.373 3.688
C2 -0.544 -0.527 2.973
C3 0.669 -0.840 3.787
O1 -0.460 -0.416 1.747
H1 -1.842 0.557 4.256
H2 -1.981 -1.177 4.407
H3 -2.670 -0.347 2.980
H4 0.643 -1.887 4.085
H5 0.685 -0.244 4.695
H6 1.569 -0.656 3.204
C4 3.298 0.496 -2.254
P1 3.011 0.321 -0.466
C5 3.992 1.618 0.353
C6 3.699 -1.312 -0.010
O2 1.562 0.409 -0.072
H7 4.352 0.317 -2.447
H8 3.048 1.505 -2.575
H9 2.699 -0.223 -2.813
H10 5.041 1.487 0.105
H11 3.862 1.573 1.432
H12 3.660 2.590 -0.013
H13 4.774 -1.323 -0.168
H14 3.240 -2.077 -0.635
H15 3.486 -1.539 1.033
C7 -2.435 -1.892 -2.108
C8 -2.960 -1.511 -0.703
C9 -2.381 -2.481 0.331
C10 -4.488 -1.609 -0.725
C11 -2.458 -0.118 -0.547
H16 -2.780 -2.892 -2.352
H17 -1.347 -1.869 -2.126
H18 -2.810 -1.208 -2.863
H19 -2.633 -3.504 0.068
H20 -2.797 -2.285 1.315
H21 -1.295 -2.389 0.381
H22 -4.790 -2.646 -0.846
H23 -4.900 -1.036 -1.550
H24 -4.910 -1.241 0.205
H25 -3.154 0.564 -1.048
N1 -0.614 1.845 -1.241
C12 -0.214 2.867 -1.675
C13 0.361 4.001 -2.134
C14 1.763 3.983 -2.143
N2 2.905 3.860 -2.115
C15 -0.369 5.122 -2.558
N3 -0.963 6.041 -2.899

Record 2
The following is a DFT calculation (ωB97M-V/def2-TZVPD) of a single C4H4N2O molecule.

As for the spin multiplicity: 1. Its net charge is 0. The value obtained for the HOMO energy is -9.4 eV. The electronic energy is -339.5391 a.u. For the orbital gap, the calculation gives 8.907 eV.

Positions of all 11 atoms, in Å:
O1 1.617 -1.360 -1.004
C1 0.604 -1.542 -0.206
C2 -0.079 -0.393 0.129
C3 -1.187 0.092 0.882
N1 -1.278 1.399 0.736
C4 -0.230 1.718 -0.104
N2 0.499 0.717 -0.488
H1 1.551 -0.328 -1.119
H2 0.409 -2.567 0.105
H3 -1.886 -0.464 1.497
H4 -0.020 2.730 -0.428

Record 3
The following is a DFT calculation (ωB97M-V/def2-TZVPD) of a single C4H5N3O molecule in a non-equilibrium geometry.

As for the spin multiplicity: 1. Its net charge is 0. The value obtained for the HOMO energy is -8.9 eV. The electronic energy is -394.7661 a.u. For the orbital gap, the calculation gives 8.859 eV.

Positions of all 13 atoms, in Å:
C1 0.018 -0.442 -2.898
C2 -0.135 -0.159 -1.717
C3 -0.487 0.124 -0.323
N1 -1.647 0.581 0.033
N2 -1.816 0.278 1.517
N3 0.538 0.256 0.675
C4 1.844 -0.017 0.559
O1 2.405 -0.711 -0.228
H1 0.588 -0.945 -3.762
H2 -2.841 0.081 1.771
H3 -1.293 -0.579 1.898
H4 0.354 0.790 1.469
H5 2.472 0.743 1.006